# 1
A molecular structure, C32H41BrF4N7OPSn at a distorted geometry, computed with ωB97M-V/def2-TZVPD.

Values from the calculation:
- charge = +2
- E (Eh) = -5231.223955
- highest occupied orbital energy (eV) = -12.62
- HOMO-LUMO gap (eV) = 8.2
- lowest unoccupied orbital energy (eV) = -4.457
- maximum force (eV Å⁻¹) = 1.15

Last column: Löwdin charge in e.
Element x y z (Å)
Sn 0.2811 -0.9896 0.4271  1.320
C -2.3384 -3.6527 0.4265  -0.145
C -2.9844 -2.2690 0.5465  -0.175
N -2.1290 -1.1772 1.0433  -0.154
C -2.2238 -0.9064 2.4791  -0.194
C -1.4075 -1.8938 3.3019  -0.197
N 0.0144 -1.7868 2.9612  -0.129
C 0.8331 -2.7470 3.7273  -0.189
C 1.9187 -3.4687 2.9309  -0.159
C 2.8786 -2.5626 2.1593  -0.207
N 2.5033 -2.3573 0.7505  -0.174
C 2.5521 -3.5808 -0.0619  -0.179
C 1.2352 -3.7898 -0.8257  -0.201
N 0.0855 -3.4097 -0.0061  -0.160
C -1.1993 -3.8037 -0.5827  -0.198
H -3.1400 -4.3288 0.1233  0.129
H -1.9786 -3.9945 1.3970  0.102
H -3.8518 -2.3655 1.2101  0.131
H -3.3421 -1.9799 -0.4434  0.129
H -2.4542 -0.3321 0.5756  0.076
H -3.2649 -0.9077 2.8235  0.137
H -1.8174 0.0980 2.6469  0.115
H -1.7393 -2.9121 3.0975  0.109
H -1.5845 -1.6896 4.3650  0.141
H 0.3104 -0.8588 3.2559  0.053
H 0.1763 -3.5157 4.1383  0.126
H 1.3118 -2.2353 4.5626  0.133
H 1.4717 -4.1979 2.2565  0.092
H 2.4960 -4.0438 3.6578  0.130
H 2.9041 -1.5813 2.6332  0.077
H 3.8882 -2.9824 2.2113  0.130
H 3.1746 -1.6893 0.3770  0.108
H 2.7486 -4.4392 0.5842  0.123
H 3.3652 -3.5430 -0.7915  0.128
H 1.1668 -4.8405 -1.1290  0.134
H 1.2177 -3.1601 -1.7178  0.091
H 0.1672 -3.9197 0.8711  0.100
H -1.1533 -4.8562 -0.8923  0.132
H -1.3777 -3.1968 -1.4714  0.119
F 3.0625 6.3396 3.3190  0.166
C 2.3486 5.4056 2.7139  -0.115
C 1.3323 5.7599 1.8255  -0.115
F 1.0714 7.0363 1.5869  0.158
C 0.5884 4.7663 1.1931  -0.205
F -0.3907 5.1232 0.3630  0.118
C 0.8287 3.4120 1.4160  -0.325
P -0.1554 2.1014 0.5618  0.995
C 0.2388 2.6095 -1.1525  -0.365
C 1.4374 2.1040 -1.6537  -0.130
C 1.8603 2.4460 -2.9241  -0.088
C 1.0904 3.2954 -3.7029  -0.069
C -0.1077 3.7886 -3.2113  -0.056
C -0.5418 3.4450 -1.9412  -0.076
C -1.8404 2.6674 0.9427  -0.391
C -2.8832 2.2810 0.1024  -0.126
C -4.1846 2.6320 0.4174  -0.063
C -4.4559 3.3288 1.5850  -0.059
C -3.4271 3.6543 2.4540  -0.055
C -2.1236 3.3153 2.1430  -0.089
C 1.8419 3.0844 2.3096  -0.581
Br 2.2348 1.2835 2.6823  0.837
C 2.5928 4.0550 2.9589  -0.250
F 3.5414 3.6935 3.8159  0.096
H 2.0416 1.4466 -1.0349  0.090
H 2.7956 2.0656 -3.3037  0.104
H 1.4280 3.5855 -4.6861  0.110
H -0.7026 4.4562 -3.8156  0.115
H -1.4703 3.8475 -1.5626  0.106
H -2.6625 1.7234 -0.8001  0.097
H -4.9888 2.3651 -0.2520  0.112
H -5.4691 3.6095 1.8238  0.113
H -3.6383 4.1743 3.3747  0.115
H -1.3298 3.5677 2.8336  0.111
C 0.8754 -0.9512 -6.0102  -0.001
N 0.6137 -0.8054 -4.5981  -0.075
C -0.6868 -0.5324 -4.0370  -0.005
C -0.3721 -0.5635 -2.5531  -0.519
O -1.1629 -0.3998 -1.6305  -0.090
N 0.9298 -0.8292 -2.3821  0.105
C 1.4854 -0.9520 -3.5987  -0.405
N 2.7737 -1.2344 -3.7635  0.241
H -0.0705 -0.9730 -6.5464  0.105
H 1.4000 -1.8871 -6.2096  0.101
H 1.4690 -0.1188 -6.3936  0.103
H -1.4151 -1.2996 -4.3146  0.152
H -1.0784 0.4430 -4.3358  0.152
H 3.3704 -1.2383 -2.9545  0.122
H 3.1939 -1.2634 -4.6770  0.122

---

# 2
A molecular structure, C32H41BrIN9O5PSSr at a distorted geometry, computed with ωB97M-V/def2-TZVPD.

Values from the calculation:
- charge = -1
- E (Eh) = -5755.215927
- highest occupied orbital energy (eV) = -4.98
- HOMO-LUMO gap (eV) = 7.3
- lowest unoccupied orbital energy (eV) = 2.285
- maximum force (eV Å⁻¹) = 2.02

Last column: Löwdin charge in e.
Element x y z (Å)
Sr 1.5547 0.2878 0.0706  1.165
O 2.4029 -1.3776 6.3120  0.023
C 3.5041 -0.9425 5.6458  -0.275
C 4.6595 -0.7703 6.4086  -0.038
C 5.8367 -0.3448 5.8231  -0.114
C 5.8752 -0.0862 4.4591  -0.107
C 4.7208 -0.2487 3.7112  -0.034
C 3.5168 -0.6656 4.2710  -0.078
C 2.3417 -0.8616 3.3009  -0.469
O 2.2581 0.0991 2.3604  -0.403
N 1.0489 -0.9074 4.0637  -0.037
N 0.0931 -1.5248 3.2878  0.030
C -1.0568 -0.9938 3.2405  -0.271
C -2.1315 -1.5957 2.4548  -0.642
Br -1.5695 -2.6748 0.9973  0.789
C -3.4354 -1.3894 2.6355  -0.126
C -4.0279 -0.5970 3.7267  -0.219
C -3.5586 -0.6575 5.0389  -0.043
C -4.1423 0.1125 6.0339  -0.082
C -5.2097 0.9468 5.7375  -0.099
C -5.6980 1.0003 4.4387  -0.087
C -5.1161 0.2307 3.4455  -0.037
H 1.6579 -1.3539 5.6677  0.063
H 4.6018 -0.9816 7.4691  0.107
H 6.7244 -0.2176 6.4314  0.092
H 6.7934 0.2335 3.9827  0.090
H 4.7371 -0.0593 2.6464  0.094
H 2.4249 -1.8819 2.8848  0.149
H 0.8027 0.0754 4.2174  0.138
H -1.2973 -0.0577 3.7470  0.105
H -4.1296 -1.7996 1.9117  0.090
H -2.7412 -1.3239 5.2826  0.115
H -3.7615 0.0560 7.0458  0.101
H -5.6615 1.5503 6.5144  0.096
H -6.5301 1.6495 4.1974  0.099
H -5.4892 0.2843 2.4294  0.107
N 5.8266 4.4528 -0.4779  0.094
C 5.2612 3.2121 -0.7558  -0.318
C 5.2061 2.7311 -2.0667  -0.024
C 4.6654 1.4923 -2.3422  -0.065
C 4.1572 0.6921 -1.3189  -0.310
C 4.2643 1.1458 -0.0033  -0.145
C 4.7973 2.3952 0.2712  -0.014
S 3.5170 -0.9444 -1.7200  0.524
O 3.3433 -1.5303 -0.3929  -0.414
O 4.4600 -1.5349 -2.6294  -0.289
N 2.0335 -0.8554 -2.2783  -0.198
C 1.8020 -0.5080 -3.5880  -0.453
N 0.7643 -1.1325 -4.1710  0.142
C 0.5084 -0.8260 -5.4277  -0.149
C 1.2607 0.0821 -6.1603  -0.073
C 2.3123 0.6599 -5.4767  -0.137
N 2.5895 0.3834 -4.2100  0.123
H 5.7961 5.1145 -1.2361  0.084
H 5.5417 4.8611 0.3978  0.088
H 5.5981 3.3382 -2.8751  0.109
H 4.6238 1.1253 -3.3561  0.093
H 3.9585 0.5465 0.8535  0.053
H 4.8556 2.7258 1.3017  0.122
H -0.3404 -1.3357 -5.8772  0.096
H 1.0402 0.3201 -7.1906  0.090
H 2.9673 1.3785 -5.9621  0.105
C -4.5047 -1.5954 -1.4889  -0.108
N -3.7219 -0.3916 -1.6358  -0.302
C -4.0084 0.6551 -0.6678  -0.128
P -2.3952 -0.2099 -2.6098  0.499
O -1.1698 0.2451 -1.9281  -0.344
N -2.9009 0.9131 -3.7315  -0.300
C -1.9093 1.6565 -4.4829  -0.105
C -4.2660 1.1314 -4.1428  -0.128
N -2.1979 -1.6501 -3.4134  -0.308
C -1.4076 -2.7032 -2.7983  -0.132
C -2.9897 -2.0677 -4.5431  -0.117
H -4.3433 -2.0587 -0.5105  0.055
H -4.2417 -2.3232 -2.2527  0.056
H -5.5744 -1.3702 -1.5872  0.082
H -3.8888 0.2826 0.3528  0.053
H -5.0324 1.0295 -0.7962  0.081
H -3.3029 1.4759 -0.7768  0.017
H -0.9333 1.5311 -4.0203  0.068
H -2.1581 2.7227 -4.4788  0.083
H -1.8565 1.3242 -5.5283  0.077
H -4.9438 0.5722 -3.5008  0.072
H -4.4371 0.8244 -5.1845  0.073
H -4.5193 2.1948 -4.0691  0.083
H -0.7180 -2.2659 -2.0809  0.046
H -0.8041 -3.1997 -3.5604  0.075
H -2.0434 -3.4496 -2.3020  0.072
H -3.5414 -1.2267 -4.9586  0.063
H -3.7109 -2.8546 -4.2796  0.077
H -2.3424 -2.4748 -5.3283  0.074
I -0.9451 2.0803 1.1055  -0.164